A:
# C2H6P2

A single C2H6P2 molecule (wB97M-V/def2-TZVPD, the Open Molecules 2025 dataset).

Geometry as XYZ:
```
10
Properties=species:S:1:pos:R:3:mulliken_charge:R:1
C 1.404 0.139 -0.656 -0.648
C 0.750 -0.388 0.533 -0.680
P -0.872 -1.353 0.277 0.010
P -1.782 0.291 -0.513 -0.099
H 1.224 1.077 -0.908 0.344
H 1.879 -0.275 -1.525 0.279
H 1.342 -1.058 1.112 0.366
H 0.529 0.406 1.290 0.326
H -1.458 1.287 0.455 0.049
H -3.017 -0.125 -0.066 0.054
```

For the orbital gap (spin up / spin down), the calculation gives 5.574 / 4.464 eV. Its charge is 0. The calculation puts the highest occupied orbital energy (spin up / spin down) at -0.25541 / -0.24014 hartree. Its spin multiplicity is 1.

B:
# C2H6P2

A single C2H6P2 molecule (wB97M-V/def2-TZVPD, the Open Molecules 2025 dataset).

Geometry as XYZ:
```
10
Properties=species:S:1:pos:R:3:mulliken_charge:R:1
C -0.645 -0.643 -0.959 -0.738
C 0.277 0.160 -0.097 -0.083
P -1.526 0.583 0.089 -0.054
P 0.819 -0.496 1.536 -0.071
H -0.788 -0.598 -2.007 0.311
H -0.807 -1.604 -0.573 0.297
H 1.134 0.922 -0.630 0.311
H -1.292 1.642 -0.795 0.021
H 0.745 0.737 2.032 0.020
H 2.082 -0.702 1.405 -0.013
```

For the orbital gap, the calculation gives 10.219 eV. Its charge is 0. The calculation puts the highest occupied orbital energy at -0.33790 hartree. Its spin multiplicity is 1.

C:
# C2H6P2

A single C2H6P2 molecule (wB97M-V/def2-TZVPD, the Open Molecules 2025 dataset).

Geometry as XYZ:
```
10
Properties=species:S:1:pos:R:3:mulliken_charge:R:1
C -1.147 0.391 -0.524 -0.593
C 0.161 0.459 0.170 -0.293
P -0.902 -1.244 0.383 -0.038
P 1.686 0.254 -0.967 -0.099
H -1.973 0.900 -0.129 0.291
H -1.316 0.329 -1.675 0.248
H 0.250 1.036 1.107 0.375
H -1.634 -1.119 1.651 0.021
H 1.717 -1.175 -1.196 0.048
H 2.530 0.093 0.174 0.040
```

For the orbital gap, the calculation gives 9.768 eV. Its charge is 0. The calculation puts the highest occupied orbital energy at -0.32363 hartree. Its spin multiplicity is 1.

Most stable structure - C; separation to the second - 0.0124 hartree.

A:
# C16H20N4O3S

A single C16H20N4O3S molecule (wB97M-V/def2-TZVPD, the Open Molecules 2025 dataset).

Geometry as XYZ:
```
44
Properties=species:S:1:pos:R:3:mulliken_charge:R:1
C -7.658 -1.759 0.929 -1.179
C -6.373 -1.068 1.369 -0.301
C -6.246 0.357 0.829 -0.596
C -5.978 0.410 -0.673 -0.574
H -5.929 1.452 -1.005 0.360
H -6.743 -0.123 -1.237 0.383
O -4.751 -0.243 -1.019 -0.480
C -3.634 0.457 -0.821 0.737
O -3.562 1.588 -0.415 -0.640
N -2.539 -0.297 -1.164 -0.066
C -1.263 0.187 -1.083 0.355
N -0.221 -0.494 -1.422 -0.784
N 0.911 0.182 -1.259 -0.143
C 0.760 1.376 -0.795 0.586
C 1.881 2.295 -0.507 -0.846
H 1.507 3.260 -0.166 0.329
H 2.478 2.444 -1.411 0.294
C 2.838 1.744 0.571 0.725
O 3.224 2.433 1.489 -0.653
N 3.201 0.472 0.361 -0.043
H 2.795 -0.024 -0.423 0.304
C 4.138 -0.229 1.215 -1.281
C 5.443 -0.462 0.498 0.675
C 6.254 0.623 0.185 -0.263
C 7.442 0.435 -0.497 -0.563
C 7.832 -0.840 -0.873 -0.403
C 7.029 -1.925 -0.565 -0.502
C 5.838 -1.736 0.114 -0.431
H 5.212 -2.585 0.350 0.311
H 7.330 -2.920 -0.857 0.366
H 8.762 -0.988 -1.403 0.371
H 8.067 1.283 -0.734 0.380
H 5.945 1.614 0.484 0.415
H 3.698 -1.180 1.531 0.444
H 4.296 0.407 2.091 0.377
S -0.921 1.799 -0.500 -0.131
H -2.664 -1.236 -1.515 0.253
H -5.427 0.870 1.338 0.290
H -7.164 0.912 1.026 0.392
H -5.512 -1.654 1.041 0.224
H -6.350 -1.026 2.460 0.347
H -7.683 -1.896 -0.149 0.317
H -8.526 -1.173 1.223 0.296
H -7.734 -2.739 1.393 0.351
```

For the orbital gap, the calculation gives 9.615 eV. Its charge is 0. The calculation puts the highest occupied orbital energy at -0.33141 hartree. Its spin multiplicity is 1.

B:
# C16H20N4O3S

A single C16H20N4O3S molecule (wB97M-V/def2-TZVPD, the Open Molecules 2025 dataset).

Geometry as XYZ:
```
44
Properties=species:S:1:pos:R:3:mulliken_charge:R:1
C -5.567 -2.432 1.211 -1.096
C -6.338 -1.283 0.574 -0.432
H -7.404 -1.522 0.557 0.327
H -6.205 -0.376 1.168 0.333
C -5.871 -1.014 -0.861 -0.550
C -4.459 -0.563 -0.902 0.464
N -3.513 -1.190 -1.500 -0.555
N -2.321 -0.610 -1.405 -0.359
C -2.344 0.484 -0.721 0.236
N -1.246 1.259 -0.489 0.131
C -1.301 2.394 0.261 0.759
O -2.329 2.796 0.764 -0.650
C 0.032 3.103 0.403 -1.083
H -0.168 4.083 0.838 0.370
H 0.475 3.233 -0.586 0.391
C 1.013 2.335 1.298 -0.662
C 1.758 1.234 0.551 0.724
O 1.451 0.852 -0.561 -0.875
N 2.791 0.721 1.256 -0.100
C 3.653 -0.293 0.776 0.280
C 3.887 -1.420 1.547 -0.470
C 4.708 -2.432 1.081 -0.672
C 5.285 -2.315 -0.170 -0.700
C 5.076 -1.184 -0.941 -0.563
C 4.276 -0.147 -0.475 0.821
O 4.077 1.030 -1.116 -0.343
C 4.551 1.170 -2.434 -0.996
H 4.208 2.148 -2.766 0.248
H 5.645 1.136 -2.474 0.356
H 4.134 0.400 -3.090 0.405
H 5.553 -1.111 -1.905 0.409
H 5.914 -3.105 -0.551 0.378
H 4.882 -3.307 1.686 0.375
H 3.411 -1.503 2.513 0.391
H 2.891 0.978 2.227 0.306
H 1.751 3.032 1.701 0.428
H 0.479 1.889 2.141 0.347
H -0.338 0.937 -0.841 0.214
S -3.924 0.914 -0.101 -0.091
H -6.503 -0.241 -1.306 0.274
H -5.952 -1.922 -1.461 0.283
H -4.503 -2.208 1.238 0.282
H -5.910 -2.604 2.228 0.356
H -5.705 -3.346 0.638 0.308
```

For the orbital gap, the calculation gives 9.100 eV. Its charge is 0. The calculation puts the highest occupied orbital energy at -0.31636 hartree. Its spin multiplicity is 1.

Most stable structure - A; separation to the second - 0.0193 hartree.

A:
# C4H7N2O

A gas-phase ion, C4H7N2O (charge +1) (wB97M-V/def2-TZVPD, the Open Molecules 2025 dataset).

Geometry as XYZ:
```
14
Properties=species:S:1:pos:R:3:mulliken_charge:R:1
C -1.266 -0.465 0.396 -0.194
C -2.155 0.443 0.049 0.178
C -3.119 1.273 -0.031 -0.610
C 1.043 0.430 0.540 0.591
N 0.148 -0.341 0.043 -0.220
N 2.460 0.157 -0.342 -0.566
O 1.086 1.280 1.389 -0.427
H -1.601 -1.470 0.855 0.316
H -3.792 1.412 -0.964 0.235
H -3.265 2.077 0.637 0.282
H 0.614 -1.122 -0.497 0.289
H 3.152 0.901 -0.188 0.359
H 2.263 0.280 -1.406 0.417
H 3.074 -0.620 -0.057 0.351
```

For the orbital gap, the calculation gives 9.798 eV. Its charge is +1. The calculation puts the highest occupied orbital energy at -0.50704 hartree. Its spin multiplicity is 1.

B:
# C4H7N2O

2 unconnected molecules or ions with the total composition C4H7N2O (wB97M-V/def2-TZVPD, the Open Molecules 2025 dataset).

Geometry as XYZ:
```
14
Properties=species:S:1:pos:R:3:mulliken_charge:R:1
C 0.552 -0.496 0.839 0.839
C 0.693 -0.939 -0.371 -0.919
C 0.480 0.537 3.103 -0.604
C -0.562 -0.071 -2.904 -0.726
N 0.649 0.081 1.837 0.089
N -0.672 0.146 -1.594 0.305
O -1.275 1.038 -1.001 -0.262
H 0.805 -1.926 -0.900 0.333
H -0.108 1.505 3.010 0.299
H 1.439 0.726 3.734 0.261
H -0.159 -0.181 3.625 0.325
H -1.170 -0.957 -2.930 0.365
H 0.548 -0.154 -3.077 0.311
H -1.221 0.692 -3.371 0.385
```

For the orbital gap (spin up / spin down), the calculation gives 7.347 / 7.350 eV. Its charge is +1. The calculation puts the highest occupied orbital energy (spin up / spin down) at -0.49461 / -0.49466 hartree. Its spin multiplicity is 1.

C:
# C4H7N2O

A gas-phase ion, C4H7N2O (charge +1) (wB97M-V/def2-TZVPD, the Open Molecules 2025 dataset).

Geometry as XYZ:
```
14
Properties=species:S:1:pos:R:3:mulliken_charge:R:1
C -0.030 1.428 -0.644 0.278
C 0.998 -1.520 -0.418 0.260
C 0.101 0.664 0.537 0.262
C -1.347 0.451 0.992 -1.093
N 1.037 -0.615 0.459 -0.525
N -0.164 1.674 -1.771 -0.028
O 1.743 -2.539 -0.448 -0.355
H 0.207 -1.662 -1.207 0.307
H 0.624 1.115 1.358 0.249
H -1.733 -0.536 0.760 0.327
H -2.054 1.169 0.507 0.384
H -1.458 0.652 2.127 0.288
H -0.237 2.282 -2.540 0.301
H 2.311 -2.561 0.286 0.344
```

For the orbital gap, the calculation gives 9.183 eV. Its charge is +1. The calculation puts the highest occupied orbital energy at -0.53536 hartree. Its spin multiplicity is 1.

D:
# C4H7N2O

A gas-phase ion, C4H7N2O (charge +1) (wB97M-V/def2-TZVPD, the Open Molecules 2025 dataset).

Geometry as XYZ:
```
14
Properties=species:S:1:pos:R:3:mulliken_charge:R:1
C 0.054 -0.790 -0.144 0.398
C -0.562 0.593 2.002 -0.106
C 0.196 1.145 -0.955 -0.437
C 0.320 0.429 0.779 -0.294
N -0.189 -0.202 -1.296 -0.111
N -0.068 -2.034 0.337 -0.333
O -1.536 -0.054 2.306 -0.424
H -0.287 1.501 2.479 0.402
H -0.646 1.986 -0.926 0.283
H 1.127 1.406 -1.491 0.345
H 1.287 0.578 1.056 0.445
H -0.067 -0.605 -2.259 0.328
H -0.138 -2.057 1.331 0.240
H -0.336 -2.934 -0.111 0.264
```

For the orbital gap, the calculation gives 10.324 eV. Its charge is +1. The calculation puts the highest occupied orbital energy at -0.53686 hartree. Its spin multiplicity is 1.

Most stable structure - D; separation to the second - 0.0137 hartree.

A:
# C3H4NO2

2 unconnected molecules or ions with the total composition C3H4NO2 (wB97M-V/def2-TZVPD, the Open Molecules 2025 dataset).

Geometry as XYZ:
```
10
Properties=species:S:1:pos:R:3:mulliken_charge:R:1
C -1.818 0.166 0.227 -0.118
C -3.759 0.178 0.954 0.601
C 0.656 0.126 0.346 -0.849
N -0.764 -0.033 0.867 -0.469
O -3.963 1.257 1.493 -0.613
O -4.346 -0.842 0.709 -0.592
H -1.734 0.388 -0.881 0.136
H 1.224 0.841 0.847 0.275
H 0.710 0.117 -0.728 0.345
H 1.090 -0.730 0.711 0.284
```

For the orbital gap, the calculation gives 7.027 eV. Its charge is -1. The calculation puts the highest occupied orbital energy at -0.10709 hartree. Its spin multiplicity is 1.

B:
# C3H4NO2

A gas-phase ion, C3H4NO2 (charge -1) (wB97M-V/def2-TZVPD, the Open Molecules 2025 dataset).

Geometry as XYZ:
```
10
Properties=species:S:1:pos:R:3:mulliken_charge:R:1
C -0.158 0.501 -0.146 0.762
C -1.587 -0.171 -0.097 0.368
C 0.989 -0.572 -0.021 -0.980
N 0.126 1.757 -0.031 -0.818
O -1.794 -0.231 1.122 -0.635
O -2.221 -0.649 -1.084 -0.739
H 0.476 -1.423 0.474 0.255
H 1.778 -0.154 0.678 0.361
H 1.246 -0.902 -1.079 0.219
H 1.145 1.846 0.186 0.208
```

For the orbital gap, the calculation gives 8.404 eV. Its charge is -1. The calculation puts the highest occupied orbital energy at -0.15126 hartree. Its spin multiplicity is 1.

C:
# C3H4NO2

A gas-phase ion, C3H4NO2 (charge -1) (wB97M-V/def2-TZVPD, the Open Molecules 2025 dataset).

Geometry as XYZ:
```
10
Properties=species:S:1:pos:R:3:mulliken_charge:R:1
C -0.909 0.000 -0.254 0.366
C 0.710 -0.080 -0.746 -0.229
C -0.991 -0.431 1.068 -1.089
N 1.502 0.468 0.213 -0.194
O 1.902 1.712 0.226 -0.453
O -1.678 0.163 -1.170 -0.660
H 0.833 -1.135 -0.726 0.220
H 0.704 0.349 -1.784 0.368
H -1.951 -0.529 1.639 0.245
H -0.123 -0.517 1.533 0.426
```

For the orbital gap (spin up / spin down), the calculation gives 7.123 / 7.121 eV. Its charge is -1. The calculation puts the highest occupied orbital energy (spin up / spin down) at -0.10783 / -0.10782 hartree. Its spin multiplicity is 1.

Most stable structure - B; separation to the second - 0.0538 hartree.